P:
C35H33F5N8STi | ωB97M-V/def2-TZVPD

XYZ file:
```
83
Properties=species:S:1:pos:R:3
Ti -0.229 -0.048 0.176
C 0.120 3.442 -2.695
C 1.499 3.431 -2.973
C 2.340 2.752 -2.144
C 1.844 2.089 -0.977
N 0.492 2.034 -0.776
C -0.305 2.701 -1.619
N 2.754 1.611 -0.128
C 2.475 1.151 1.100
N 1.293 0.684 1.614
C 1.432 0.586 2.977
N 0.511 0.403 3.929
C -0.727 -0.070 3.735
C -1.606 -0.024 4.862
C -2.837 -0.614 4.810
C -3.221 -1.278 3.636
C -2.338 -1.243 2.577
N -1.154 -0.626 2.572
C 2.794 0.897 3.338
C 3.460 0.940 4.562
C 4.795 1.295 4.570
C 5.466 1.621 3.372
C 4.805 1.600 2.159
C 3.462 1.225 2.146
H -0.594 3.949 -3.331
H 1.891 3.953 -3.840
H 3.408 2.717 -2.312
H -1.366 2.600 -1.425
H -1.240 0.468 5.753
H -3.495 -0.586 5.672
H -4.163 -1.803 3.548
H -2.591 -1.758 1.656
H 2.929 0.695 5.475
H 5.340 1.325 5.507
H 6.515 1.894 3.410
H 5.303 1.861 1.233
N -1.103 2.322 1.727
C -2.410 2.919 1.887
C -3.321 2.570 0.715
C -3.546 1.070 0.537
N -2.487 0.342 -0.176
H -0.575 2.261 2.587
H -0.531 2.753 1.013
H -2.393 4.015 2.012
H -2.858 2.507 2.797
H -2.938 3.012 -0.209
H -4.297 3.035 0.891
H -4.505 0.924 0.023
H -3.647 0.620 1.526
H -2.548 0.497 -1.181
H -2.649 -0.656 -0.058
N 0.186 -0.692 -1.468
C 1.011 -1.497 -2.163
C 0.535 -2.363 -3.188
C 1.381 -3.202 -3.892
C 2.748 -3.235 -3.630
C 3.241 -2.400 -2.628
C 2.411 -1.554 -1.916
H -0.531 -2.360 -3.390
H 0.963 -3.854 -4.655
H 3.406 -3.901 -4.176
H 4.301 -2.413 -2.392
H 2.813 -0.903 -1.148
C -0.482 0.633 -4.446
S -2.061 0.172 -3.723
C -3.160 0.749 -5.037
H -0.266 0.017 -5.319
H 0.256 0.442 -3.667
H -0.470 1.692 -4.701
H -3.082 1.829 -5.181
H -4.180 0.505 -4.740
H -2.942 0.245 -5.981
F -2.685 -2.624 -0.826
C -1.552 -3.240 -0.328
C -0.619 -2.506 0.356
C 0.439 -3.249 0.835
F 1.427 -2.647 1.550
C 0.587 -4.610 0.633
F 1.647 -5.301 1.108
C -0.385 -5.293 -0.074
F -0.273 -6.624 -0.283
C -1.476 -4.601 -0.560
F -2.436 -5.278 -1.237
```

Results
Lowest unoccupied orbital energy (spin up / spin down) ... 3.96 / 3.96 eV
Total charge ... -2
Spin multiplicity ... 3
HOMO-LUMO gap (spin up / spin down) ... 0.146 / 0.178 Ha



Q:
C35H33F5N8STi | ωB97M-V/def2-TZVPD

XYZ file:
```
83
Properties=species:S:1:pos:R:3
Ti 0.160 0.045 -0.020
C 1.313 -2.312 3.475
C 2.084 -3.322 2.880
C 1.985 -3.502 1.529
C 1.102 -2.703 0.752
N 0.448 -1.635 1.324
C 0.568 -1.498 2.656
N 0.868 -3.120 -0.497
C -0.060 -2.574 -1.284
N -0.731 -1.385 -1.116
C -1.827 -1.392 -1.949
N -2.898 -0.596 -1.954
C -2.978 0.631 -1.431
C -4.288 1.198 -1.333
C -4.447 2.519 -1.019
C -3.303 3.299 -0.797
C -2.077 2.662 -0.834
N -1.888 1.368 -1.084
C -1.812 -2.592 -2.743
C -2.667 -3.094 -3.723
C -2.387 -4.329 -4.274
C -1.259 -5.065 -3.867
C -0.394 -4.571 -2.909
C -0.671 -3.328 -2.345
H 1.311 -2.157 4.547
H 2.736 -3.947 3.480
H 2.529 -4.284 1.017
H -0.014 -0.703 3.097
H -5.132 0.556 -1.544
H -5.434 2.966 -0.963
H -3.361 4.363 -0.612
H -1.179 3.251 -0.668
H -3.530 -2.520 -4.041
H -3.044 -4.745 -5.031
H -1.070 -6.034 -4.316
H 0.483 -5.126 -2.599
N -2.681 -0.913 1.287
C -3.425 -0.295 2.364
C -2.569 0.658 3.214
C -1.855 1.760 2.412
N -0.667 1.330 1.677
H -3.291 -1.332 0.595
H -2.015 -1.605 1.603
H -3.899 -1.027 3.043
H -4.231 0.293 1.911
H -1.826 0.081 3.771
H -3.231 1.137 3.942
H -1.595 2.567 3.110
H -2.569 2.163 1.689
H 0.162 1.285 2.274
H -0.449 2.038 0.978
N 1.990 0.318 0.254
C 3.088 0.210 -0.507
C 4.199 1.099 -0.371
C 5.359 0.942 -1.102
C 5.495 -0.097 -2.021
C 4.413 -0.953 -2.214
C 3.237 -0.800 -1.506
H 4.101 1.913 0.338
H 6.179 1.640 -0.949
H 6.416 -0.231 -2.577
H 4.500 -1.768 -2.927
H 2.407 -1.475 -1.668
C 3.827 -0.264 2.574
S 2.525 0.990 2.539
C 2.730 1.319 4.382
H 4.790 0.230 2.710
H 3.815 -0.804 1.634
H 3.633 -0.948 3.400
H 2.338 0.460 4.932
H 2.142 2.207 4.617
H 3.777 1.483 4.646
F 1.071 3.486 0.628
C 1.333 3.061 -0.655
C 0.839 1.828 -1.066
C 1.130 1.574 -2.410
F 0.664 0.412 -2.949
C 1.846 2.406 -3.245
F 2.056 2.115 -4.546
C 2.321 3.609 -2.755
F 2.998 4.463 -3.556
C 2.061 3.934 -1.438
F 2.475 5.134 -0.964
```

Results
Lowest unoccupied orbital energy (spin up / spin down) ... 4.28 / 4.28 eV
Total charge ... -2
Spin multiplicity ... 3
HOMO-LUMO gap (spin up / spin down) ... 0.158 / 0.172 Ha



So which one is most stable? That would be P, about 1.381 eV below the next structure.



P:
C4H7ClO2 | ωB97M-V/def2-TZVPD

XYZ file:
```
14
Properties=species:S:1:pos:R:3
C -0.398 0.530 -1.213
C 0.389 -0.334 -0.213
C -0.771 -1.076 0.746
C 1.689 0.638 0.069
O -1.529 -0.126 1.429
O 2.562 0.741 -0.719
Cl 1.657 1.525 1.567
H -0.641 1.492 -0.773
H -1.330 0.043 -1.484
H 0.836 -1.179 -0.748
H -0.274 -1.766 1.436
H -1.428 -1.595 0.062
H 0.175 0.690 -2.123
H -0.935 0.418 1.963
```

Results
Lowest unoccupied orbital energy ... 0.66 eV
SMILES ... C[C@H](CO)C(=O)Cl
Total charge ... 0
HOMO-LUMO gap ... 0.407 Ha



Q:
C4H7ClO2 | ωB97M-V/def2-TZVPD

XYZ file:
```
14
Properties=species:S:1:pos:R:3
C -0.798 0.063 -0.435
C -0.516 -1.372 -0.567
C 0.221 0.079 0.728
C 1.389 0.893 0.703
H -2.542 0.794 -1.112
H -0.388 0.687 -1.173
H -1.164 -2.136 -0.321
H 0.062 -1.497 -1.539
H -0.110 0.083 1.878
H 1.064 2.002 0.818
H 2.045 0.715 1.551
O -2.133 0.328 -0.227
O 0.532 -1.294 0.457
Cl 2.338 0.655 -0.761
```

Results
Lowest unoccupied orbital energy ... 0.48 eV
SMILES ... O[C@@H]1CO[C@H]1CCl
Total charge ... 0
HOMO-LUMO gap ... 0.372 Ha



R:
C4H7ClO2 | ωB97M-V/def2-TZVPD

XYZ file:
```
14
Properties=species:S:1:pos:R:3
C 0.139 -0.076 1.129
C 0.655 1.342 0.645
C -0.668 -0.627 0.038
C -0.197 -1.283 -1.225
O -0.337 2.016 -0.026
O -0.698 1.231 -1.114
Cl -2.396 -0.705 0.495
H 1.070 -0.684 1.197
H -0.115 0.221 2.196
H 1.098 1.903 1.448
H 1.534 1.082 -0.134
H 0.917 -1.019 -1.397
H -0.767 -1.063 -2.073
H -0.234 -2.337 -1.179
```

Results
Lowest unoccupied orbital energy (spin up / spin down) ... -0.34 / -0.34 eV
Total charge ... 0
HOMO-LUMO gap (spin up / spin down) ... 0.305 / 0.305 Ha



So which one is most stable? That would be P, about 1.626 eV below the next structure.



P:
CH3Cl2PS | ωB97M-V/def2-TZVPD

XYZ file:
```
8
Properties=species:S:1:pos:R:3
C 0.586 -1.304 -1.157
P -0.417 2.575 2.052
S 0.571 0.266 -0.317
Cl -0.931 0.841 2.925
Cl -1.514 2.643 0.494
H 0.449 -1.303 -2.182
H 1.556 -1.864 -1.112
H -0.301 -1.853 -0.704
```

Results
Lowest unoccupied orbital energy (spin up / spin down) ... -1.00 / -1.88 eV
Total charge ... 0
HOMO-LUMO gap (spin up / spin down) ... 0.302 / 0.223 Ha



Q:
CH3Cl2PS | ωB97M-V/def2-TZVPD

XYZ file:
```
8
Properties=species:S:1:pos:R:3
C 0.011 -0.149 0.329
P -0.579 -3.029 0.753
S -0.763 -1.176 1.563
Cl -1.312 -3.896 2.382
Cl -0.978 2.370 2.232
H -0.621 -0.199 -0.583
H 1.151 -0.199 0.206
H -0.171 0.877 0.796
```

Results
Lowest unoccupied orbital energy (spin up / spin down) ... -4.04 / -4.05 eV
Total charge ... 0
HOMO-LUMO gap (spin up / spin down) ... 0.131 / 0.130 Ha



So which one is most stable? That would be P, about 0.520 eV below the next structure.



P:
C22H25N3O5S | ωB97M-V/def2-TZVPD

XYZ file:
```
56
Properties=species:S:1:pos:R:3
C 1.401 -3.384 0.976
C 0.691 -3.151 -0.353
C -0.823 -3.069 -0.170
C -1.532 -2.689 -1.469
C -3.056 -2.800 -1.350
O -3.591 -2.154 -0.210
C -3.530 -0.807 -0.101
C -3.842 -0.287 1.160
C -3.747 1.065 1.403
C -3.316 1.930 0.400
C -3.090 1.424 -0.876
C -3.204 0.072 -1.132
H -3.029 -0.286 -2.133
H -2.825 2.091 -1.683
C -3.090 3.366 0.698
O -3.880 4.087 1.262
N -1.889 3.873 0.243
C -0.793 3.177 -0.252
C -0.430 1.931 0.271
C 0.610 1.220 -0.292
C 1.310 1.761 -1.354
C 1.015 3.022 -1.836
C -0.035 3.732 -1.286
H -0.289 4.710 -1.667
H 1.593 3.414 -2.658
S 2.648 0.837 -2.083
O 2.910 1.316 -3.403
O 2.425 -0.559 -1.871
N 3.982 1.304 -1.163
C 4.004 1.052 0.186
N 4.439 1.927 1.063
O 4.349 1.334 2.283
C 3.845 0.096 2.147
C 3.600 -0.149 0.828
H 3.217 -1.026 0.354
C 3.658 -0.728 3.365
H 2.896 -0.285 4.005
H 4.586 -0.771 3.932
H 3.355 -1.733 3.087
H 4.362 2.201 -1.425
H 0.880 0.244 0.075
H -0.969 1.524 1.110
H -1.835 4.885 0.235
H -3.972 1.464 2.381
H -4.142 -0.973 1.935
H -3.540 -2.438 -2.266
H -3.336 -3.847 -1.205
H -1.214 -3.356 -2.272
H -1.240 -1.674 -1.745
H -1.200 -4.033 0.180
H -1.059 -2.326 0.596
H 0.924 -3.972 -1.034
H 1.062 -2.234 -0.815
H 1.206 -2.563 1.664
H 2.475 -3.463 0.825
H 1.053 -4.305 1.439
```

Results
Lowest unoccupied orbital energy ... 0.28 eV
SMILES ... CCCCCOc1ccc(C(=O)Nc2ccc(S(=O)(=O)Nc3cc(C)on3)cc2)cc1
Total charge ... 0
HOMO-LUMO gap ... 0.332 Ha



Q:
C22H25N3O5S | ωB97M-V/def2-TZVPD

XYZ file:
```
56
Properties=species:S:1:pos:R:3
C -5.401 -2.395 0.664
H -4.865 -2.958 1.436
O -4.813 -2.565 -0.602
C -3.539 -2.128 -0.792
C -3.026 -2.279 -2.084
C -1.758 -1.848 -2.387
C -0.946 -1.273 -1.403
C -1.458 -1.133 -0.115
C -2.740 -1.548 0.188
H -3.109 -1.405 1.191
H -0.865 -0.655 0.649
N 0.278 -0.807 -1.815
C 1.344 -0.628 -1.178
N 2.396 0.026 -1.790
C 3.729 -0.211 -1.561
O 4.590 0.463 -2.080
C 4.027 -1.372 -0.643
C 3.404 -1.133 0.718
C 3.771 -2.246 1.707
O 4.547 -3.127 1.434
N 3.185 -2.115 2.917
H 2.430 -1.469 3.068
H 3.323 -2.851 3.590
H 3.724 -0.171 1.133
S 1.575 -1.092 0.554
H 3.632 -2.299 -1.066
H 5.108 -1.473 -0.541
C 2.055 1.003 -2.821
H 1.181 0.628 -3.354
H 2.913 1.070 -3.492
C 1.763 2.380 -2.211
C 0.573 2.321 -1.295
C -0.715 2.280 -1.804
C -1.789 2.152 -0.950
C -1.626 2.062 0.430
C -0.323 2.120 0.957
C 0.747 2.245 0.079
H 1.752 2.289 0.468
O -0.160 2.042 2.322
C 1.141 2.067 2.848
H 1.741 1.229 2.478
H 1.020 1.974 3.927
H 1.652 3.009 2.624
O -2.797 1.929 1.118
C -2.810 1.668 2.501
H -2.406 2.502 3.078
H -2.256 0.759 2.747
H -3.863 1.531 2.754
H -2.797 2.106 -1.329
H -0.880 2.338 -2.869
H 2.648 2.721 -1.671
H 1.571 3.073 -3.031
H -1.365 -1.956 -3.386
H -3.657 -2.730 -2.834
H -6.413 -2.785 0.574
H -5.443 -1.339 0.948
```

Results
Lowest unoccupied orbital energy ... 0.24 eV
SMILES ... COc1ccc(/N=C2\S[C@@H](C(N)=O)CC(=O)N2CCc2ccc(OC)c(OC)c2)cc1
Total charge ... 0
HOMO-LUMO gap ... 0.290 Ha



So which one is most stable? That would be Q, about 0.791 eV below the next structure.